(1)
14
Properties=species:S:1:pos:R:3:nbo_charge:R:1 method="wB97M-V/def2-TZVPD" charge=+2 multiplicity=1 smiles="C=C[N+](C)=C=[NH2+]" e_homo_ha=-0.768
C -0.75081 1.77752 0.08333 -0.293
C 0.21619 1.08739 0.63333 -0.014
N 0.44820 -0.15207 0.03898 -0.230
C 1.75936 -0.73004 -0.08190 -0.516
C -0.71319 -0.60974 -0.20006 0.849
N -1.86976 -1.12482 -0.23658 -0.646
H -1.35094 2.68581 0.34341 0.317
H -0.83340 1.74800 -1.00907 0.254
H 0.68615 1.00118 1.64414 0.298
H 2.32311 -1.14095 0.77306 0.326
H 2.49090 0.00456 -0.50624 0.303
H 1.87316 -1.58833 -0.67380 0.293
H -2.50979 -0.90804 -1.04600 0.523
H -2.16227 -1.73490 0.65382 0.538


(2)
14
Properties=species:S:1:pos:R:3:nbo_charge:R:1 method="wB97M-V/def2-TZVPD" charge=+2 multiplicity=1 smiles="CC1=[N+]=C1C[NH3+]" e_homo_ha=-0.786
C 0.18404 2.66493 -0.49234 -0.739
C 0.56055 1.34491 -0.11257 0.520
N 1.29567 0.38828 0.50454 -0.160
C 0.15866 0.01684 0.04296 0.288
C -0.66613 -1.24843 -0.12415 -0.320
N 0.03263 -2.27619 0.60404 -0.700
H -0.55880 2.61530 -1.23079 0.296
H 0.99409 3.22730 -0.80660 0.325
H -0.08047 3.28420 0.39243 0.366
H -0.81764 -1.37606 -1.16478 0.313
H -1.76879 -0.90522 0.27052 0.339
H -0.60302 -3.01225 1.13003 0.518
H 0.81477 -1.82612 1.09974 0.476
H 0.45445 -2.89748 -0.11301 0.478


(2) is the most stable structure; the next one sits 167.6 kJ/mol above it.


(1)
14
Properties=species:S:1:pos:R:3:nbo_charge:R:1 method="wB97M-V/def2-TZVPD" charge=+2 multiplicity=1 e_homo_ha="-0.730 / -0.730"
C -0.79319 -0.12595 0.28542 0.203
C -2.00671 -0.16949 0.21261 -0.039
C 2.25507 0.74646 0.19208 -0.186
C 2.39317 -0.51074 -0.66141 -0.175
N 1.66490 -0.48249 0.56366 -0.203
N -3.44447 0.05122 -0.06027 -0.740
H 2.97570 1.15300 0.85079 0.276
H 1.57162 1.53675 -0.27656 0.303
H 1.85851 -0.45390 -1.52592 0.278
H 3.16958 -1.34589 -0.67335 0.301
H 2.02167 -1.01860 1.41302 0.495
H -3.66066 0.92677 0.51962 0.490
H -4.19469 -0.61450 0.21495 0.496
H -3.81050 0.30736 -1.05464 0.502


(2)
14
Properties=species:S:1:pos:R:3:nbo_charge:R:1 method="wB97M-V/def2-TZVPD" charge=+2 multiplicity=1 e_homo_ha=-0.768
C 2.12694 1.01237 0.57330 0.422
C -2.81451 0.37908 0.08454 0.757
C -3.91903 -0.54556 -0.02952 -0.806
C 3.81263 -0.62247 -0.31721 -0.488
N -1.85198 0.98598 0.11280 -0.456
N 2.85775 0.22605 0.15987 -0.129
H 1.37223 1.68596 0.92293 0.287
H -4.00635 -0.82458 -1.12591 0.348
H -4.68123 -0.18503 0.64220 0.332
H -3.62081 -1.64888 0.24897 0.356
H 4.90517 -0.15814 0.01084 0.325
H 3.71654 -0.50134 -1.39862 0.287
H 3.52216 -1.64753 -0.03069 0.296
H -1.41951 1.84408 0.14650 0.469


(2) is the most stable structure; the next one sits 653.7 kJ/mol above it.


(1)
16
Properties=species:S:1:pos:R:3:nbo_charge:R:1 method="wB97M-V/def2-TZVPD" multiplicity=1 smiles="O=Cc1ccc(O)c(O)c1" e_homo_ha=-0.319
O 3.36469 -0.82346 0.07841 -0.544
C 2.70533 0.16850 -0.02601 0.412
C 1.24807 0.21420 -0.02139 -0.200
C 0.71942 1.49435 -0.03393 -0.146
C -0.64350 1.73521 0.03404 -0.315
C -1.56522 0.60928 0.02591 0.352
O -2.85269 0.64043 0.00403 -0.610
C -0.90332 -0.77478 0.01435 0.198
O -1.97058 -1.83405 -0.10378 -0.758
C 0.39417 -0.99870 -0.01433 -0.243
H 3.26324 1.12872 -0.25376 0.110
H 1.42469 2.31387 -0.18549 0.222
H -1.05880 2.76434 0.28910 0.234
H -2.92247 -0.30612 -0.01100 0.508
H -1.88751 -2.56087 0.52822 0.501
H 1.11985 -1.89166 -0.06805 0.278


(2)
16
Properties=species:S:1:pos:R:3:nbo_charge:R:1 method="wB97M-V/def2-TZVPD" multiplicity=1 smiles="O=c1ccc(O)ccc1O" e_homo_ha=-0.314
O 0.05806 -1.38046 2.33536 -0.608
C -0.07962 -0.66302 1.26662 0.438
C -0.94237 -1.32630 0.19662 -0.233
C -0.84932 -1.06114 -1.14051 -0.197
C -0.19759 0.09142 -1.82012 0.274
O -0.54045 0.11560 -3.22957 -0.673
C 0.29938 1.22776 -1.26968 -0.250
C 0.70061 1.38096 0.13202 -0.216
C 0.54177 0.66850 1.21876 0.213
O 1.04955 1.00256 2.40133 -0.666
H -1.62239 -2.13092 0.53425 0.247
H -1.32719 -1.74071 -2.02075 0.203
H -1.12229 -0.59894 -3.34373 0.466
H 0.36749 2.09086 -1.96683 0.245
H 1.05117 2.50233 0.31556 0.233
H 1.27870 0.06669 2.92227 0.524


(3)
16
Properties=species:S:1:pos:R:3:nbo_charge:R:1 method="wB97M-V/def2-TZVPD" multiplicity=1 e_homo_ha=-0.317
C -1.71185 -0.29448 -0.03083 0.266
C -1.49624 1.03688 -0.24973 -0.240
C -0.22689 1.45740 0.03479 -0.222
C 0.98007 0.84378 0.21311 0.290
C 0.82134 -0.46001 0.15093 -0.239
C 1.93017 -1.41513 0.08225 0.444
C -0.44163 -1.08108 -0.00278 -0.210
H -3.56412 -0.21991 0.98238 0.458
H -2.47890 1.68860 -0.35608 0.232
H -0.13047 2.58863 -0.10000 0.217
H 2.74118 0.79926 -0.46306 0.515
H 1.66002 -2.50974 0.14552 0.130
H -0.27178 -2.13701 -0.18425 0.216
O -2.96431 -0.89979 -0.07762 -0.637
O 2.11017 1.62248 0.04281 -0.670
O 3.04324 -1.01987 -0.18743 -0.550


(1) is the most stable structure; the next one sits 94.3 kJ/mol above it.


(1)
13
Properties=species:S:1:pos:R:3:nbo_charge:R:1 method="wB97M-V/def2-TZVPD" multiplicity=1 e_homo_ha=-0.381
C 1.46680 1.83343 -2.15938 0.283
C -3.78194 -2.53441 0.64290 1.022
C -2.21588 0.45370 0.91674 0.844
C 0.13040 -0.38314 1.04946 -0.412
N 0.54976 1.79744 -2.86551 -0.730
N -1.08816 0.21269 0.65256 -0.527
O -3.32529 0.78698 1.00822 -0.542
O -2.76127 -2.70309 0.15295 -0.523
O -4.80766 -2.39306 1.12394 -0.499
H 0.32085 -0.21378 2.11250 0.203
H 0.93010 0.06903 0.46056 0.222
H 0.10053 -1.45636 0.85244 0.210
H -0.25711 1.78084 -3.44795 0.448


(2)
13
Properties=species:S:1:pos:R:3:nbo_charge:R:1 method="wB97M-V/def2-TZVPD" multiplicity=1 e_homo_ha="-0.343 / -0.343"
C 0.87095 -1.17464 -0.15879 0.120
C 1.72360 -0.12478 0.14419 -0.175
C -1.40097 -0.53677 -0.36066 0.079
C -2.04745 0.18324 0.46766 0.145
N -0.36606 -1.01634 -0.87667 0.081
N 1.32393 1.10744 -0.12735 0.029
O 1.80716 2.10200 0.40996 -0.310
O -1.82883 1.53992 0.57852 -0.675
O 0.01496 -1.26314 -2.00126 -0.449
H 1.11707 -2.20236 0.02198 0.226
H 2.68665 -0.45864 0.61584 0.214
H -2.84474 -0.09269 1.07527 0.207
H -1.05628 1.93675 0.21133 0.508


(1) is the most stable structure; the next one sits 743.6 kJ/mol above it.


(1)
13
Properties=species:S:1:pos:R:3:nbo_charge:R:1 method="wB97M-V/def2-TZVPD" multiplicity=1 e_homo_ha=-0.350
H 1.29968 -2.37353 0.45173 0.338
N 1.56055 -1.37057 0.44725 -0.494
C 0.34952 -0.91873 0.33990 0.112
C -0.95395 -1.55906 0.48510 0.709
O -1.27427 -2.70024 0.52953 -0.489
O -1.80421 -0.50116 0.94629 -0.358
N -1.14853 0.77076 0.37601 -0.319
C 0.14291 0.41437 -0.09718 -0.104
C 0.91903 1.13143 -0.80382 0.188
O 0.51469 2.41571 -1.15216 -0.686
H -0.94005 1.45919 1.22032 0.382
H 1.91887 0.96954 -1.45639 0.236
H -0.58425 2.26229 -1.28657 0.485


(2)
13
Properties=species:S:1:pos:R:3:nbo_charge:R:1 method="wB97M-V/def2-TZVPD" multiplicity=1 smiles="Cc1nnc(=O)oc1O" e_homo_ha=-0.350
C -0.68719 0.46428 -1.69393 -0.656
C 0.03889 0.19759 -0.40848 -0.100
N 1.28320 0.71284 -0.26814 -0.092
N 2.01136 0.68677 0.79728 -0.286
C 1.51389 -0.01523 1.90930 0.797
O 2.06574 -0.13366 2.97975 -0.523
O 0.24744 -0.71040 1.76385 -0.447
C -0.44357 -0.53882 0.66159 0.703
O -1.61881 -1.13394 0.66515 -0.608
H -1.55515 1.13264 -1.55322 0.230
H 0.05752 0.92705 -2.38920 0.268
H -0.99933 -0.50627 -2.15540 0.208
H -1.91401 -1.08287 -0.30856 0.507


(2) is the most stable structure; the next one sits 273.2 kJ/mol above it.


(1)
19
Properties=species:S:1:pos:R:3:nbo_charge:R:1 method="wB97M-V/def2-TZVPD" charge=+1 multiplicity=1 e_homo_ha=-0.512
O 2.25152 -0.18630 -2.01093 -0.557
C 2.02678 0.10524 -0.76883 0.693
O 2.63714 -0.46220 0.18019 -0.630
C 0.58494 0.46935 -0.31220 -0.124
C -0.26258 -0.82407 -0.39106 -0.420
C -1.63798 -0.65040 0.29791 -0.231
N -2.19759 0.64216 -0.00606 -0.869
N 0.75412 0.95371 1.10624 -0.711
H 2.34941 -1.08136 -1.29918 0.567
H 0.16065 1.31838 -0.84726 0.262
H 0.33125 -1.59139 0.10645 0.231
H -0.37195 -0.86988 -1.47915 0.250
H -1.46280 -0.82784 1.35848 0.189
H -2.22203 -1.51211 -0.05645 0.217
H -2.88880 0.87730 0.69743 0.384
H -2.68942 0.68627 -0.88901 0.386
H -0.04305 0.80193 1.71912 0.446
H 1.13265 1.88820 1.24525 0.447
H 1.54773 0.26302 1.34907 0.470


(2)
19
Properties=species:S:1:pos:R:3:nbo_charge:R:1 method="wB97M-V/def2-TZVPD" charge=+1 multiplicity=1 smiles="[NH3+]CC(=O)NCCO" e_homo_ha=-0.502
N -1.55206 2.17946 -0.63264 -0.652
C -0.63093 0.91172 -0.43455 -0.283
C -0.88082 0.31861 0.91725 0.613
O -1.52354 1.11573 1.67261 -0.676
N -0.42498 -0.75075 1.44143 -0.537
C 0.61048 -1.54598 0.77191 -0.269
C 1.55473 -0.98816 -0.39116 -0.086
O 1.34512 -1.52224 -1.62077 -0.740
H -1.71442 2.59434 0.25795 0.474
H -2.42125 1.90000 -0.88162 0.425
H -1.10546 2.76086 -1.33917 0.441
H -0.77059 0.24456 -1.20483 0.248
H 0.41147 1.40016 -0.33373 0.261
H -0.77160 -1.03313 2.35042 0.448
H 1.30099 -2.01243 1.51187 0.233
H 0.04651 -2.30370 0.40038 0.217
H 2.68698 -1.24738 0.16795 0.184
H 1.74064 0.07308 -0.65484 0.186
H 2.09872 -2.09473 -1.99847 0.513


(3)
19
Properties=species:S:1:pos:R:3:nbo_charge:R:1 method="wB97M-V/def2-TZVPD" charge=+1 multiplicity=1 e_homo_ha=-0.517
O 0.89121 0.95155 3.29731 -0.482
C 1.09652 1.87791 2.52534 0.408
C 0.98162 1.74587 1.02950 -0.341
N 0.60757 0.35305 0.67323 -0.707
H 1.38134 2.90179 2.89011 0.167
H 0.20043 2.42268 0.64991 0.259
H 1.93201 1.99601 0.54013 0.257
H 1.36236 -0.29811 0.91593 0.441
H -0.23660 0.04480 1.21601 0.452
H 0.37887 0.24584 -0.34538 0.464
C -0.53583 -2.52893 -1.39076 -0.725
C -1.06596 -1.17250 -1.85147 0.675
N -0.05957 -0.17131 -1.98553 -0.905
O -2.24635 -0.90447 -2.02519 -0.521
H -0.56097 -2.55932 -0.28861 0.236
H 0.51719 -2.66941 -1.71317 0.221
H -1.17582 -3.29656 -1.78096 0.274
H 0.78655 -0.57169 -2.43471 0.407
H -0.43833 0.60115 -2.51572 0.420


(3) is the most stable structure; the next one sits 222.9 kJ/mol above it.


(1)
9
Properties=species:S:1:pos:R:3:nbo_charge:R:1 method="wB97M-V/def2-TZVPD" multiplicity=1 e_homo_ha=-0.344
O 1.52366 -1.10111 -0.20064 -0.544
N 1.68704 0.14063 0.26784 -0.114
C 0.80672 1.01072 0.11444 0.132
N -0.52907 0.88461 -0.45730 -0.796
S -1.53410 -0.40913 0.07761 0.186
H 0.58375 -1.31856 -0.53652 0.457
H 1.09273 1.95143 0.61378 0.193
H -0.93568 1.79939 -0.47025 0.390
H -1.33066 -0.31833 1.39595 0.097


(2)
9
Properties=species:S:1:pos:R:3:nbo_charge:R:1 method="wB97M-V/def2-TZVPD" multiplicity=1 smiles="C=NSON" e_homo_ha=-0.333
C 0.89486 -0.22170 1.75203 -0.084
N 0.07836 -0.25235 0.73387 -0.623
S -1.01030 0.88610 0.30278 0.660
O -1.65781 -0.06162 -1.09276 -0.479
N -0.67493 -0.24169 -2.05271 -0.485
H 1.56693 -1.06045 2.16271 0.197
H 1.09328 0.74344 2.27794 0.149
H -0.47911 0.82818 -2.36403 0.321
H 0.18871 -0.61991 -1.71984 0.345


(1) is the most stable structure; the next one sits 125.1 kJ/mol above it.


(1)
9
Properties=species:S:1:pos:R:3:nbo_charge:R:1 method="wB97M-V/def2-TZVPD" multiplicity=1 smiles=C#[N+][S-].NO e_homo_ha=-0.317
C -1.27429 -1.98417 0.06503 0.111
N -0.14187 -2.16536 -0.15399 -0.398
S 1.35709 -2.31605 -0.36168 0.046
H -2.18921 -1.61466 0.35680 0.241
N -0.01609 1.39881 -0.16475 -0.534
O 1.17742 1.86899 0.44869 -0.615
H 0.06225 1.63311 -1.21950 0.336
H -0.81116 2.05613 0.23342 0.337
H 1.83587 1.12319 0.79600 0.476


(2)
9
Properties=species:S:1:pos:R:3:nbo_charge:R:1 method="wB97M-V/def2-TZVPD" multiplicity=1 smiles="N=C=O.NS" e_homo_ha=-0.355
N 2.52915 -1.00597 0.08844 -0.770
C 2.33763 0.17494 0.18901 0.856
O 2.28561 1.26354 0.60170 -0.517
H 2.18410 -1.81726 -0.36929 0.431
N -2.14303 0.71890 -0.05266 -0.958
S -1.02234 -0.66742 -0.26334 0.103
H -1.93645 1.24348 0.76328 0.360
H -2.10437 1.49414 -0.78102 0.369
H -2.13032 -1.40435 -0.17611 0.126


(2) is the most stable structure; the next one sits 334.6 kJ/mol above it.